{"formula": "C5H10O", "method": "ωB97M-V with the def2-TZVPD basis set", "species": ["H", "H", "C", "C", "O", "C", "H", "H", "C", "C", "H", "H", "H", "H", "H", "H"], "coordinates": [[0.6435, -1.2802, 0.1132], [2.7730, -0.7863, 0.7377], [-2.2740, -0.6625, -1.1680], [0.2012, -1.1734, 1.1479], [1.0449, -0.4798, 1.8542], [2.2759, 0.0155, 1.2887], [-2.5966, -1.4685, -1.8199], [-2.9101, -0.4321, -0.3150], [-1.1507, 0.0171, -1.3737], [-0.6906, 1.1092, -0.4416], [-0.5105, -0.2387, -2.2183], [-1.3652, 1.9699, -0.4539], [2.0535, 0.8523, 0.6211], [0.3145, 1.4697, -0.6845], [-0.6992, 0.7340, 0.5889], [2.8903, 0.3539, 2.1232]], "nbo_charge": [0.047, 0.192, -0.384, 0.128, -0.486, -0.276, 0.199, 0.193, -0.195, -0.668, 0.196, 0.229, 0.194, 0.204, 0.226, 0.202], "energy_ha": -271.5851, "e_above_lowest_kcal_mol": 105.1, "total_charge": 0, "mol_weight_g_mol": 86.13, "spin_multiplicity": 1}